# 1
A cluster of 3 separate species, C4H14O2S in total, computed with wB97M-V/def2-TZVPD.

The geometry in ORCA input format:
```
! RIJCOSX wB97M-V def2-TZVPD def2/J DEFGRID3
* xyz 0 1
C 1.48 -0.72 -2.26
C 1.58 -0.37 -0.78
C 0.45 0.57 -0.32
S -1.12 -0.29 -0.38
C -1.96 0.18 1.16
H 1.02 -1.70 -2.40
H 0.81 -0.03 -2.79
H 2.41 -0.78 -2.81
H 2.49 0.20 -0.57
H 1.60 -1.24 -0.14
H 0.44 1.36 -1.06
H 0.70 0.99 0.65
H -1.63 1.16 1.46
H -3.03 0.23 0.96
H -1.75 -0.55 1.94
O -0.78 -3.36 1.48
H -1.15 -4.17 1.12
H -1.13 -2.66 0.93
O 0.00 3.66 0.91
H -0.32 4.49 1.28
H -0.12 3.02 1.61
*
```

The SMILES is CCCSC.O.O. The calculation puts the highest occupied orbital energy at -8.56 eV. As for the frontier orbital gap: 9.2 eV.

***

# 2
The ion C4H11N4 with charge +1 at a distorted geometry, computed with wB97M-V/def2-TZVPD.

The geometry in ORCA input format:
```
! RIJCOSX wB97M-V def2-TZVPD def2/J DEFGRID3
* xyz 1 1
H 0.49 2.96 -0.43
N 0.97 2.11 -0.93
N 1.47 1.20 -0.33
C 1.35 0.08 0.17
N 2.16 -0.81 0.82
C -0.29 -0.59 -0.14
C -0.18 -1.66 -1.24
N -1.13 0.47 -0.31
C -1.80 1.01 0.89
H 1.66 -1.40 1.44
H 2.96 -0.53 1.34
H -0.37 -1.13 0.95
H 0.16 -1.18 -2.15
H -1.03 -2.37 -1.25
H 0.70 -2.44 -1.12
H -1.28 0.76 -1.31
H -2.07 2.03 0.87
H -2.70 0.51 0.98
H -1.09 0.97 1.74
*
```

The SMILES is [H]/N=N/C(=[NH2+])[C@H](C)NC. The calculation puts the highest occupied orbital energy (alpha / beta) at -13.76 / -13.76 eV. As for the frontier orbital gap (alpha / beta): 8.7 / 8.7 eV.